A) The following is a DFT calculation (ωB97M-V/def2-TZVPD) of a gas-phase ion, C5H8NS (charge +1).

The value obtained for the HOMO-LUMO gap (spin up / spin down) is 6.625 / 6.620 eV. As for the total charge: +1.

Last column: Mulliken charge in e.
Geometry (Å):
C  -1.38  0.53  -0.83  0.003
C  -0.31  1.35  -0.90  -0.135
C  0.71  1.19  0.61  -1.028
C  -1.86  -1.64  0.17  -0.345
C  1.24  -0.07  0.64  -0.017
N  -1.62  -0.53  -0.31  -0.002
S  2.57  -0.51  -0.40  -0.017
H  0.54  0.84  -1.44  0.213
H  -0.39  2.47  -1.04  0.360
H  1.34  2.04  0.50  0.402
H  0.05  1.28  1.37  0.370
H  -1.43  -2.56  -0.20  0.302
H  -2.64  -1.75  0.84  0.287
H  0.72  -0.87  1.10  0.419
H  2.45  -1.77  -0.10  0.188

=====

B) The following is a DFT calculation (ωB97M-V/def2-TZVPD) of a gas-phase ion, C5H8NS (charge +1).

As for the structure (SMILES): C=C1SC=C[C@@H]1[NH3+]. The value obtained for the HOMO-LUMO gap is 8.571 eV. As for the total charge: +1.

Last column: Mulliken charge in e.
Geometry (Å):
C  0.34  -2.21  -0.40  -0.678
C  0.42  -0.89  -0.18  -0.118
S  2.05  -0.22  0.46  -0.064
C  1.63  1.34  -0.06  0.007
C  0.36  1.44  -0.51  -0.936
C  -0.52  0.23  -0.43  0.281
N  -1.45  0.32  0.82  -0.335
H  1.32  -2.80  -0.19  0.192
H  -0.52  -2.71  -0.79  0.322
H  2.53  1.89  0.05  0.435
H  -0.26  2.27  -0.68  0.380
H  -1.16  0.21  -1.39  0.363
H  -1.75  -0.64  1.11  0.362
H  -2.16  1.13  0.68  0.395
H  -0.81  0.65  1.52  0.396

=====

The structure with the least stability is A).

=====

A) The following is a DFT calculation (ωB97M-V/def2-TZVPD) of a molecular structure, C27H35N8O2STl.

The value obtained for the HOMO-LUMO gap is 7.165 eV. As for the total charge: +2.

Last column: Mulliken charge in e.
Geometry (Å):
Tl  0.14  -0.32  0.06  1.094
C  1.29  -0.67  -2.71  -1.707
N  2.65  -0.81  -2.24  0.136
C  3.61  -1.59  -3.02  -0.664
C  4.87  -1.45  -2.19  -0.723
N  4.34  -1.11  -0.86  0.024
C  5.35  -0.80  0.16  -1.029
C  3.07  -0.67  -0.96  0.463
N  2.30  -0.13  -0.01  -0.073
C  2.79  0.05  1.36  -0.815
C  1.75  0.82  2.16  -1.079
N  0.50  0.06  2.25  -0.288
C  0.01  -0.37  3.41  0.587
N  -1.16  -1.03  3.49  0.080
C  -2.04  -1.29  2.38  -0.983
C  -1.62  -1.18  4.86  -0.630
C  -0.39  -0.80  5.67  -0.843
N  0.51  -0.21  4.66  0.008
C  1.78  0.30  5.15  -1.014
H  1.29  -0.80  -3.79  0.476
H  0.90  0.33  -2.51  0.501
H  0.62  -1.44  -2.30  0.721
H  3.72  -1.16  -4.02  0.397
H  3.28  -2.63  -3.12  0.330
H  5.52  -0.66  -2.55  0.376
H  5.44  -2.38  -2.13  0.405
H  6.25  -1.36  -0.10  0.367
H  5.05  -1.12  1.15  0.381
H  5.61  0.26  0.16  0.372
H  3.71  0.64  1.37  0.741
H  2.98  -0.91  1.85  0.411
H  1.54  1.77  1.66  -0.072
H  2.18  1.07  3.11  0.289
H  -1.56  -1.90  1.62  0.409
H  -2.43  -0.37  1.94  0.268
H  -2.89  -1.86  2.74  0.409
H  -1.95  -2.20  5.04  0.397
H  -2.46  -0.51  5.06  0.338
H  0.09  -1.67  6.13  0.393
H  -0.61  -0.07  6.44  0.455
H  1.82  0.09  6.22  0.434
H  1.88  1.38  5.03  0.330
H  2.63  -0.21  4.70  0.385
O  -3.59  -1.33  -0.21  -0.696
S  -2.43  -1.31  -1.05  1.601
O  -1.30  -2.20  -0.72  -0.849
N  -1.64  0.12  -1.05  0.212
C  -2.24  1.38  -0.81  0.768
C  -3.57  1.67  -0.77  -0.700
C  -4.01  3.00  -0.61  -1.068
C  -3.13  4.03  -0.49  -0.923
C  -1.74  3.76  -0.49  0.683
C  -0.74  4.76  -0.37  -0.693
C  0.58  4.41  -0.38  -1.144
C  0.92  3.05  -0.45  -0.112
N  0.02  2.10  -0.56  0.302
C  -1.30  2.43  -0.63  0.030
C  -2.92  -1.64  -2.69  0.250
C  -2.03  -2.21  -3.59  -0.168
C  -2.46  -2.49  -4.88  -0.867
C  -3.77  -2.20  -5.25  -0.480
C  -4.65  -1.64  -4.34  -0.794
C  -4.24  -1.36  -3.05  -0.315
H  -4.31  0.88  -0.87  0.464
H  -5.08  3.20  -0.61  0.443
H  -3.47  5.06  -0.42  0.446
H  -1.04  5.80  -0.28  0.478
H  1.36  5.16  -0.31  0.437
H  1.96  2.74  -0.40  0.559
H  -1.02  -2.46  -3.28  0.429
H  -1.79  -2.95  -5.59  0.428
H  -4.10  -2.43  -6.25  0.418
H  -5.68  -1.44  -4.63  0.422
H  -4.93  -0.96  -2.32  0.382

=====

B) The following is a DFT calculation (ωB97M-V/def2-TZVPD) of a molecular structure, C27H35N8O2STl.

The value obtained for the HOMO-LUMO gap is 5.899 eV. As for the total charge: +2.

Last column: Mulliken charge in e.
Geometry (Å):
Tl  0.44  0.29  -0.43  1.514
C  3.15  1.43  -1.34  -1.240
N  3.87  0.18  -1.42  0.136
C  5.22  0.14  -1.96  -0.652
C  5.54  -1.35  -1.91  -0.759
N  4.22  -1.98  -1.79  0.042
C  4.22  -3.39  -1.44  -1.153
C  3.29  -1.05  -1.46  0.380
N  2.01  -1.23  -1.25  -0.152
C  1.32  -2.47  -1.56  -0.676
C  -0.08  -2.57  -0.95  -1.263
N  -0.89  -1.41  -1.27  -0.215
C  -2.18  -1.40  -1.51  0.382
N  -2.80  -0.29  -1.97  0.098
C  -2.20  1.02  -2.08  -1.403
C  -4.24  -0.46  -2.08  -0.663
C  -4.40  -1.97  -1.87  -0.708
N  -3.09  -2.39  -1.37  0.171
C  -2.89  -3.80  -1.07  -1.145
H  3.85  2.24  -1.54  0.454
H  2.75  1.59  -0.34  0.402
H  2.35  1.48  -2.08  0.371
H  5.90  0.74  -1.36  0.415
H  5.23  0.52  -2.99  0.358
H  6.15  -1.59  -1.03  0.399
H  6.05  -1.70  -2.80  0.399
H  5.22  -3.78  -1.63  0.461
H  3.53  -3.97  -2.05  0.357
H  4.00  -3.54  -0.38  0.386
H  1.84  -3.33  -1.15  0.364
H  1.24  -2.57  -2.64  0.362
H  0.01  -2.68  0.14  0.182
H  -0.50  -3.48  -1.36  0.674
H  -1.23  0.96  -2.57  0.467
H  -2.10  1.51  -1.10  0.483
H  -2.84  1.64  -2.70  0.424
H  -4.58  -0.14  -3.06  0.365
H  -4.76  0.13  -1.32  0.357
H  -4.64  -2.49  -2.80  0.370
H  -5.17  -2.20  -1.14  0.406
H  -3.87  -4.23  -0.89  0.361
H  -2.30  -3.93  -0.17  0.428
H  -2.44  -4.34  -1.90  0.386
O  1.15  0.26  3.62  -0.662
S  0.23  -0.13  2.61  1.248
O  0.67  -1.11  1.61  -0.697
N  -0.26  1.12  1.63  0.055
C  -0.05  2.44  1.92  0.476
C  0.02  2.98  3.20  -0.571
C  0.15  4.36  3.40  -1.109
C  0.24  5.23  2.35  -0.876
C  0.24  4.72  1.04  0.770
C  0.36  5.55  -0.10  -0.643
C  0.38  5.01  -1.35  -1.054
C  0.33  3.62  -1.48  -0.148
N  0.18  2.83  -0.44  0.015
C  0.10  3.33  0.81  0.190
C  -1.30  -0.70  3.29  0.061
C  -2.21  -1.29  2.42  0.248
C  -3.43  -1.72  2.92  -0.608
C  -3.72  -1.54  4.27  -0.617
C  -2.80  -0.95  5.12  -0.710
C  -1.57  -0.53  4.63  -0.510
H  -0.08  2.32  4.05  0.454
H  0.18  4.74  4.42  0.422
H  0.30  6.30  2.50  0.448
H  0.46  6.62  0.05  0.475
H  0.47  5.63  -2.24  0.429
H  0.41  3.15  -2.46  0.554
H  -1.95  -1.41  1.38  0.222
H  -4.15  -2.20  2.27  0.460
H  -4.68  -1.86  4.66  0.416
H  -3.03  -0.83  6.17  0.434
H  -0.83  -0.08  5.28  0.505

=====

The structure with the least stability is B).